103
Properties=species:S:1:pos:R:3:forces:R:3:lowdin_charge:R:1 method="wB97M-V/def2-TZVPD" e_homo_ev=-12.061 charge=+2 largest_force_ev_per_a=1.7
H 6.25672 2.62680 3.24942 0.0 0.0 0.0 0.11
C 0.88789 -2.25825 2.43860 0.0 0.0 -0.2 -0.18
N 0.91259 1.27469 2.44436 0.2 0.1 -0.1 -0.13
H 2.37902 1.48703 -2.18819 0.0 0.0 0.0 0.14
H 0.18994 -4.92235 4.49590 0.0 0.0 0.0 0.12
H -1.88508 -3.77942 2.88682 0.0 0.0 0.0 0.18
H -3.31121 -0.68313 -5.74509 0.0 0.0 0.1 0.14
C 2.83133 2.50600 3.21097 0.0 0.0 0.1 0.01
C 2.09857 -3.94855 4.28229 0.0 0.0 0.0 -0.05
C -1.50214 -1.59654 -3.64642 0.0 0.0 0.0 0.02
H -3.43742 1.03168 -6.10163 0.0 0.0 0.0 0.11
H -2.31988 -2.14301 -4.11823 0.0 0.0 0.0 0.09
C 0.76238 -4.14171 4.01312 0.0 0.0 0.0 0.00
H -3.81316 -3.38161 1.17415 0.0 0.0 0.0 0.09
H 1.82319 3.15259 -7.15485 0.0 0.0 0.0 0.08
H -3.15791 1.43373 1.80096 0.0 0.0 0.0 0.07
C -1.86161 -0.17283 -3.40408 -0.2 0.0 0.0 -0.32
C 2.23253 1.55609 2.38616 0.1 0.0 0.0 -0.22
H 2.13715 3.08566 3.80590 0.0 0.0 0.0 0.11
H -0.91400 -0.71652 -6.34978 0.0 0.0 0.0 0.10
H -1.25267 0.24037 2.86923 -0.1 -0.1 0.1 0.06
Hf -0.02832 0.69553 0.61041 -0.8 -1.0 1.1 1.76
C -3.42142 -0.16865 -0.05827 0.1 0.1 0.0 -0.47
H 2.68305 -1.63832 -0.34846 0.0 0.0 0.0 0.13
N -2.48031 0.61383 -4.32802 0.1 -0.1 0.0 0.06
C 2.24582 -2.09173 2.71449 0.0 0.0 0.0 0.00
C 1.10403 3.06910 -7.96890 0.0 -0.1 0.0 -0.10
N -1.10852 -3.20576 2.60182 0.1 -0.1 0.0 0.21
H 2.83898 -1.33784 2.23035 0.0 0.0 0.0 0.08
H -3.22876 1.21794 4.25483 0.0 0.0 0.0 0.12
C 0.92394 6.21815 -1.40955 0.0 0.0 0.0 -0.06
C 1.37591 1.05102 -2.11132 -0.1 0.0 0.0 -0.20
C 0.15656 1.70625 3.61261 0.0 0.0 -0.1 -0.20
C 5.34150 1.18709 2.00326 0.0 0.0 0.0 -0.04
C -2.90822 2.28604 2.43113 0.0 0.0 0.0 -0.18
H -0.38075 1.65028 -8.70538 0.0 0.0 0.0 0.11
H 0.89304 1.16520 -3.08256 -0.1 0.0 0.0 0.08
N 0.61115 1.74525 -1.07677 0.2 0.3 -0.2 -0.15
H -1.28051 -2.06802 -2.69109 0.0 0.0 0.0 0.08
C 5.30609 2.24811 2.89829 0.0 0.0 0.0 -0.07
N -2.28432 -0.47655 0.51072 0.3 0.1 0.0 -0.06
H 1.61757 5.47607 -3.25457 0.0 0.0 0.0 0.12
O -4.06669 2.79987 -5.20242 0.0 0.1 0.1 0.10
C 2.55440 -0.58776 -0.63170 -0.1 0.1 0.0 -0.21
H 2.59648 -4.58831 4.99762 0.0 0.0 0.0 0.12
C 0.36862 1.73307 -7.91802 0.1 0.1 0.0 -0.29
S -4.60265 -1.37391 0.01434 -0.1 0.0 0.0 1.15
C 4.16902 2.84076 3.40342 0.0 0.0 0.0 -0.04
C -1.15110 -2.19706 1.72189 -0.1 0.0 -0.1 -0.29
C 1.18620 5.18556 -2.30342 0.0 0.0 0.0 -0.03
N 2.08453 0.19599 0.50458 0.3 0.1 -0.1 -0.13
O -1.35044 2.71666 -6.18763 0.2 -0.1 0.0 -0.28
H 0.13007 6.99649 0.35381 0.0 0.0 0.0 0.12
C -0.27310 3.60049 0.05927 -0.1 -0.1 -0.2 -0.23
C -0.29664 4.95253 0.38950 0.0 0.1 0.0 0.01
C -1.97647 3.23945 1.68843 0.1 0.0 0.0 -0.22
C -1.53209 0.14735 -6.58648 0.0 -0.2 -0.1 -0.20
H -1.11846 0.26269 4.59376 0.0 0.0 0.0 0.12
C -1.16598 0.92285 3.72736 0.1 0.1 -0.1 -0.17
C -2.77394 0.26534 -5.72127 -0.1 -0.2 0.1 -0.12
N -1.65936 0.47386 -2.26960 0.1 0.0 -0.2 0.10
H 0.76907 1.53430 4.50119 0.0 0.0 0.0 0.13
H 1.22482 7.21565 -1.70115 0.0 0.0 0.0 0.12
C 1.00324 3.83155 -2.14220 0.1 0.0 0.0 0.02
H -0.62068 -1.69264 -4.28145 0.0 0.0 0.0 0.09
C -3.53214 -2.38553 0.87312 0.0 0.0 -0.1 -0.29
S -0.48976 1.57392 -6.37444 0.2 0.1 -0.1 0.67
H 1.30539 3.23527 -2.99376 0.0 0.0 0.0 0.11
H 0.40579 3.90046 -7.90864 0.0 0.0 0.0 0.08
C 4.31095 0.56661 1.32293 0.1 0.1 -0.1 0.00
H 1.64746 3.13506 -8.90961 0.0 0.0 0.0 0.09
H 3.87794 -2.82105 3.86340 0.0 0.0 0.0 0.12
H 1.79593 -1.01429 -2.61387 -0.1 0.0 0.0 0.13
H -2.23868 2.64136 4.44704 0.0 0.0 0.0 0.12
C -2.42195 1.78651 3.78902 0.0 0.0 0.0 -0.19
N 0.00587 -1.58408 1.56663 -0.1 0.1 0.1 0.08
C 0.27239 6.08114 -0.20928 0.0 0.0 0.0 -0.03
H 0.54202 -0.82278 -1.39845 0.0 -0.1 -0.2 0.07
H 4.62696 -0.22393 0.65472 0.0 0.0 0.0 0.11
H 1.05019 0.88341 -7.97090 0.0 0.0 0.0 0.11
C -2.35076 -1.74192 1.04432 0.1 0.0 0.0 -0.32
C 0.50821 3.07403 -1.06086 -0.1 0.0 -0.2 -0.22
H -2.08076 2.52197 -1.72358 0.0 0.0 0.0 0.11
N -3.28930 2.98738 -4.28871 -0.1 0.0 0.1 -0.34
H -3.61388 0.77983 -0.53487 0.0 0.0 0.0 0.09
H -1.84282 0.08055 -7.62926 0.0 0.0 0.0 0.12
H -0.04741 2.78144 3.58241 0.0 0.0 0.0 0.11
H -1.48364 3.85876 2.44444 0.0 0.0 0.0 0.10
H 3.51227 -0.22056 -1.00647 0.0 0.0 0.0 0.12
C 2.82681 -2.93698 3.63600 0.0 0.0 0.0 -0.05
O 0.46813 1.23031 -5.34162 -0.1 0.1 0.1 -0.32
C 2.92399 0.80272 1.33733 0.0 -0.2 0.1 -0.24
H -0.83138 5.19418 1.29399 0.0 0.0 0.0 0.10
C 1.51783 -0.42827 -1.73931 0.1 0.3 0.2 -0.17
O -3.07089 4.04852 -3.74762 0.1 0.0 0.0 0.12
C -2.60840 1.84519 -3.72918 -0.3 0.1 -0.1 -0.15
H 4.33252 3.66299 4.09089 0.0 0.0 0.0 0.12
N -0.97952 2.65264 0.76799 0.2 0.2 -0.2 -0.11
H -2.58525 3.92632 1.09211 0.0 0.0 0.0 0.13
C -2.11738 1.74900 -2.47426 0.2 0.0 0.1 -0.06
C 0.19066 -3.28003 3.08428 -0.1 -0.1 0.0 -0.17
H -3.84464 2.82465 2.58633 0.0 0.0 0.0 0.12
H 6.32803 0.79918 1.77507 0.0 0.0 0.0 0.12